43
Properties=species:S:1:pos:R:3:nbo_charge:R:1 method="wB97M-V/def2-TZVPD" smiles="O=C(NCC(=O)N1CCN(c2ccccc2O)CC1)c1ccco1" e_above_lowest_ev=2.545 mol_weight_g_mol=329.4 homo_energy_ha=-0.2811 gap_ev=8.3 multiplicity=1 total_charge=0
O -2.4014 -1.9515 -1.0796 -0.63
C -2.4744 -1.1835 -0.1327 0.63
N -1.8284 -1.3832 1.0369 -0.59
C -0.9945 -2.5318 1.2926 -0.31
C 0.4917 -2.1536 1.3946 0.67
O 0.9885 -1.9762 2.4935 -0.63
N 1.2067 -2.0420 0.2602 -0.43
C 0.7478 -2.1830 -1.1020 -0.26
C 1.0033 -0.8671 -1.8871 -0.22
N 1.9868 -0.0304 -1.2376 -0.44
C 1.5846 1.0143 -0.4022 0.19
C 0.2659 1.2029 0.0055 -0.27
C -0.1163 2.2796 0.7854 -0.22
C 0.8197 3.2075 1.1935 -0.22
C 2.1368 3.0489 0.7974 -0.28
C 2.5255 1.9826 0.0055 0.26
O 3.8311 1.8698 -0.3987 -0.68
C 3.0860 -0.8576 -0.7883 -0.24
C 2.6272 -1.7426 0.3828 -0.24
C -3.2751 0.0477 -0.1800 0.14
C -4.0033 0.5758 -1.2149 -0.22
C -4.5728 1.7703 -0.7253 -0.32
C -4.1532 1.8829 0.5661 0.11
O -3.3696 0.8517 0.9074 -0.40
H -1.8842 -0.6815 1.7589 0.42
H -1.1829 -3.2675 0.5092 0.24
H -1.2644 -2.9592 2.2634 0.23
H -0.3113 -2.4256 -1.1468 0.26
H 1.3097 -3.0040 -1.5635 0.19
H 1.3959 -1.1200 -2.8793 0.20
H 0.0779 -0.3146 -2.0373 0.21
H -0.4873 0.4893 -0.2847 0.21
H -1.1495 2.3826 1.0806 0.21
H 0.5372 4.0479 1.8082 0.21
H 2.8824 3.7753 1.0963 0.20
H 4.3239 2.6329 -0.0732 0.48
H 3.4021 -1.4700 -1.6373 0.19
H 3.9254 -0.2376 -0.4832 0.24
H 2.7619 -1.2284 1.3371 0.24
H 3.2008 -2.6770 0.4106 0.19
H -4.1059 0.1502 -2.1912 0.24
H -5.2049 2.4501 -1.2580 0.24
H -4.3392 2.6259 1.3169 0.21

=====

13
Properties=species:S:1:pos:R:3:nbo_charge:R:1 method="wB97M-V/def2-TZVPD" e_above_lowest_ev=2.758 mol_weight_g_mol=98.1 homo_energy_ha=-0.3250 gap_ev=9.5 multiplicity=1 total_charge=0
C 2.0596 -0.3506 0.1031 -0.67
C 0.5995 -0.0766 -0.0125 0.40
N -0.2669 -0.6862 -0.7045 -0.42
C -1.5364 0.0308 -0.4401 0.08
C -1.2881 1.1412 0.5881 0.12
O -2.5413 -0.8187 0.0188 -0.69
N 0.0147 1.0026 0.7499 -0.61
H 2.3457 -1.1347 -0.5986 0.25
H 2.3018 -0.6772 1.1212 0.24
H 2.6442 0.5523 -0.1062 0.23
H -1.8007 0.5371 -1.3843 0.19
H -3.0901 -1.0991 -0.7157 0.48
H 0.5581 1.5789 1.3810 0.41

=====

93
Properties=species:S:1:pos:R:3:mulliken_spin:R:1 method="wB97M-V/def2-TZVPD" e_above_lowest_ev=1.664 s_squared=6.01 mol_weight_g_mol=1036.1 homo_energy_ha="-0.3203 / -0.3200" gap_ev="8.7 / 5.4" multiplicity=5 total_charge=0
Pt -0.2444 -0.2124 0.3662 1.77
O -3.3638 1.1667 -1.5848 0.01
S -2.2960 1.7344 -0.8208 0.02
O -2.3230 3.1413 -0.5385 0.02
O -2.0114 0.9687 0.4701 0.22
C -0.7900 1.4361 -1.7632 0.03
C 0.1487 2.4642 -1.7765 0.01
C 1.2444 2.4081 -2.6195 -0.01
C 1.3995 1.3342 -3.4845 0.02
C 0.4943 0.2864 -3.4579 0.00
C -0.5893 0.3237 -2.5955 0.00
S -1.5473 -1.1752 -2.4433 0.00
O -0.4368 -2.2702 -2.5796 0.00
O -2.4529 -1.3162 -3.5259 0.00
O -2.0239 -1.2443 -1.0698 0.09
H -0.0169 3.3078 -1.1208 -0.01
H 1.9659 3.2154 -2.6150 0.00
H 2.2387 1.2962 -4.1667 0.00
H 0.6469 -0.5821 -4.0845 0.00
C -1.6727 6.4038 0.1918 0.00
C -0.3558 6.1852 0.8808 0.00
C -0.2146 6.4099 2.2502 0.00
C 0.9921 6.1915 2.8897 0.00
C 2.0780 5.7266 2.1595 0.00
C 1.9667 5.4999 0.7966 0.00
C 0.7540 5.7387 0.1666 0.00
S 3.6046 5.3952 2.9882 0.00
O 4.5604 5.0491 1.9798 0.00
O 3.8450 6.4465 3.9302 0.00
N 3.3449 4.0569 3.8954 0.00
C 3.0076 2.7868 3.2603 0.00
C 1.5020 2.5082 3.2553 0.02
C 1.1880 1.2144 2.5370 -0.01
O 1.5383 0.1254 2.9691 0.01
O 0.5238 1.3850 1.4358 0.22
H -2.3278 7.0411 0.7849 0.00
H -2.1743 5.4474 0.0330 0.00
H -1.5311 6.8690 -0.7843 0.00
H -1.0628 6.7731 2.8180 0.00
H 1.0984 6.3940 3.9489 0.00
H 2.8304 5.1530 0.2450 0.00
H 0.6664 5.5865 -0.9034 0.00
H 2.9126 4.2715 4.7828 0.00
H 3.5305 1.9752 3.7672 0.00
H 3.3924 2.8135 2.2419 0.00
H 0.9620 3.3236 2.7804 0.00
H 1.1559 2.4063 4.2888 0.00
C 4.5982 0.8416 -0.9414 0.00
S 3.4097 0.5575 0.3816 0.01
C 4.3267 -0.6577 1.3404 0.00
H 4.9189 -0.1045 -1.3780 0.00
H 5.4656 1.3967 -0.5859 0.00
H 4.0940 1.4266 -1.7104 0.00
H 5.2793 -0.2521 1.6811 0.00
H 4.5002 -1.5626 0.7559 0.00
H 3.7096 -0.8991 2.2036 0.00
C -2.3413 -2.6159 5.0740 0.02
Si -0.9111 -1.6230 4.4109 -0.03
C 0.7260 -2.4524 4.6941 0.04
C -1.0111 0.1303 5.0078 0.01
Se -1.2357 -1.8607 2.0813 1.23
H -2.2528 -2.6960 6.1613 0.00
H -2.3645 -3.6261 4.6628 0.00
H -3.2941 -2.1309 4.8533 0.00
H 0.8728 -2.5740 5.7724 0.01
H 1.5216 -1.8276 4.2966 -0.01
H 0.7778 -3.4437 4.2397 0.00
H -0.8847 0.1094 6.0949 0.00
H -1.9795 0.5825 4.7932 0.00
H -0.2172 0.7376 4.5854 0.00
C 3.6774 -7.1186 -2.7045 0.00
C 2.8016 -5.9575 -2.3190 0.00
C 3.2803 -4.6564 -2.3510 0.00
C 2.4860 -3.5633 -2.0178 0.00
C 3.0802 -2.1846 -2.1360 0.01
C 1.1640 -3.7985 -1.6238 0.01
C 0.2301 -2.6898 -1.2378 -0.02
O 0.7929 -1.6098 -0.6634 0.29
C 0.6482 -5.1033 -1.6074 0.00
C -0.7870 -5.3939 -1.2392 0.00
C 1.4782 -6.1608 -1.9504 0.00
H 4.7265 -6.8279 -2.7416 0.00
H 3.4002 -7.4994 -3.6898 0.00
H 3.5749 -7.9413 -1.9959 0.00
H 4.3076 -4.4784 -2.6510 0.00
H 4.1127 -2.2552 -2.4776 0.00
H 3.0434 -1.6382 -1.1948 -0.02
H 2.5235 -1.5812 -2.8567 0.00
H -0.6197 -3.0713 -0.6771 0.01
H -1.4855 -4.8094 -1.8393 0.00
H -0.9902 -5.1751 -0.1877 0.00
H -1.0098 -6.4467 -1.4027 0.00
H 1.0785 -7.1692 -1.9348 0.00

=====

77
Properties=species:S:1:pos:R:3:mulliken_charge:R:1 method="wB97M-V/def2-TZVPD" e_above_lowest_ev=0.524 mol_weight_g_mol=831.4 homo_energy_ha=-0.0472 gap_ev=4.7 multiplicity=1 total_charge=-2
Sn -1.0280 2.2044 0.4673 1.14
C 0.0160 5.4408 1.4301 -0.91
C 1.4755 4.9588 1.3517 -0.81
N 1.5306 3.5952 0.8742 0.03
C 2.3156 2.6456 1.6262 -0.87
C 1.7466 2.4309 3.0346 -0.99
N 0.3287 2.1757 2.9603 0.33
C -0.5069 2.8579 3.9064 -0.85
C -0.5780 4.3544 3.5594 -1.01
N -0.8318 4.5174 2.1453 0.06
H 0.0011 6.4614 1.8603 0.34
H -0.3750 5.4852 0.4113 0.31
H 2.0055 5.6487 0.6788 0.45
H 1.9525 5.0282 2.3350 0.29
H 1.7790 3.5598 -0.1073 0.33
H 2.2565 1.6938 1.0968 0.26
H 3.3845 2.9263 1.7028 0.31
H 2.2903 1.5897 3.4889 0.44
H 1.9359 3.3191 3.6471 0.40
H 0.1669 1.1718 2.9604 0.22
H -1.5053 2.4395 3.7953 0.32
H -0.1862 2.7496 4.9621 0.40
H -1.3516 4.8276 4.1819 0.47
H 0.3740 4.8328 3.8056 0.31
H -1.8025 4.7397 1.9652 0.33
S -3.0017 3.8381 -0.2257 -0.59
C -3.2213 3.5979 -1.9308 0.63
C -4.4166 4.0993 -2.4517 -0.14
N -5.4028 4.5425 -2.8525 -0.60
C -2.3233 2.9708 -2.7562 0.44
S -0.7954 2.3206 -2.2572 -0.49
C -2.6038 2.8698 -4.1217 -0.13
N -2.8158 2.7878 -5.2523 -0.59
Br 4.8550 -9.2940 -4.2605 -0.27
C 4.3105 -7.6281 -3.4840 0.14
C 3.4732 -6.7899 -4.2029 -0.52
C 3.0538 -5.6139 -3.6278 -0.16
C 3.4671 -5.2419 -2.3321 -0.09
C 4.3263 -6.1207 -1.6383 -0.33
C 4.7426 -7.3011 -2.2092 -0.50
N 2.9398 -4.0910 -1.8488 -0.27
N 3.4030 -3.6412 -0.7070 -0.41
C 2.7734 -2.6268 -0.1176 0.20
C 3.2089 -2.3324 1.1982 -0.33
C 2.4877 -1.5467 2.0381 -0.93
C 1.2183 -0.9893 1.6700 0.86
O 0.4594 -0.4915 2.5169 -0.88
C 0.8472 -1.1134 0.2567 -0.58
N -0.2787 -0.5071 -0.1369 0.25
C -0.6918 -0.6706 -1.3737 -0.45
C 0.0749 -1.3034 -2.3466 -1.33
C 1.2563 -1.8963 -1.9725 -0.63
C 1.6318 -1.8926 -0.6211 0.87
H 3.1623 -7.0553 -5.2037 0.37
H 2.3906 -4.9505 -4.1617 0.40
H 4.6490 -5.8471 -0.6454 0.38
H 5.4079 -7.9678 -1.6773 0.37
H 4.1054 -2.8298 1.5450 0.41
H 2.7988 -1.3970 3.0640 0.39
H -1.6622 -0.2620 -1.6170 0.79
H -0.2576 -1.3082 -3.3726 0.44
H 1.8936 -2.3745 -2.6984 0.53
C -2.8513 0.9603 1.5943 -1.82
C -3.4932 -0.0252 0.7813 1.12
C -3.0657 -1.3686 0.8069 -0.32
C -3.6494 -2.3252 0.0224 -0.80
C -4.7034 -1.9881 -0.8450 0.44
C -5.1431 -0.6537 -0.8828 -0.88
C -4.5565 0.2944 -0.0881 -0.36
C -5.3129 -2.9661 -1.6325 0.18
N -5.8179 -3.7847 -2.2716 -0.68
H -2.3385 0.5272 2.4491 0.49
H -3.5052 1.7843 1.8800 0.64
H -2.2489 -1.6277 1.4652 0.20
H -3.3128 -3.3539 0.0694 0.44
H -5.9574 -0.3862 -1.5443 0.45
H -4.9042 1.3185 -0.1269 0.36

=====

20
Properties=species:S:1:pos:R:3:nbo_charge:R:1 method="wB97M-V/def2-TZVPD" e_above_lowest_ev=5.716 mol_weight_g_mol=156.2 homo_energy_ha=-0.3439 gap_ev=9.7 multiplicity=1 total_charge=0
C 0.8106 -0.5843 2.6921 0.07
C 3.3122 -0.9574 -0.1659 0.33
C -1.7590 -0.5548 -1.4835 -0.22
C -1.1908 -1.7143 -1.0649 -0.17
C -0.9590 0.6260 -1.5549 -0.19
C 0.1711 -1.8548 -0.8080 -0.20
C 0.4583 0.5609 -1.2500 -0.22
C 0.9114 -0.6997 -0.7717 0.10
C 0.2314 0.6477 2.1994 0.20
C 0.2364 2.0028 1.6313 -0.69
N -0.5376 -0.4125 2.4008 -0.35
N 2.1895 -0.7612 -0.3570 -0.54
H -2.7649 -0.6455 -1.6125 0.22
H -1.7274 -2.6158 -1.0888 0.21
H -1.4298 1.5960 -1.8130 0.22
H 0.4885 -2.7457 -0.3036 0.24
H 1.2030 1.2777 -1.3674 0.23
H 1.2206 2.3338 1.4821 0.25
H -0.3654 2.5351 2.4216 0.26
H -0.4992 1.9658 0.8137 0.26

=====

12
Properties=species:S:1:pos:R:3:nbo_charge:R:1 method="wB97M-V/def2-TZVPD" e_above_lowest_ev=2.508 mol_weight_g_mol=107.1 homo_energy_ha=-0.3594 gap_ev=10.5 multiplicity=1 total_charge=0
C -0.8260 -0.7855 0.2767 1.04
O -1.8940 -0.5863 -0.5231 -0.67
O -1.2611 -1.1865 1.5025 -0.70
O 0.2534 -1.2570 -0.2258 -0.77
H -2.6479 -0.3881 0.0534 0.49
H -0.4700 -1.4422 1.9992 0.50
N 1.3245 1.2385 -1.1074 -0.76
C 1.0107 0.6316 0.0461 0.61
O -0.1261 0.9087 0.6117 -0.71
H 2.2080 1.0545 -1.5568 0.40
H 0.5572 1.5416 -1.6908 0.41
H 1.8713 0.2708 0.6142 0.16

=====

18
Properties=species:S:1:pos:R:3:nbo_charge:R:1 method="wB97M-V/def2-TZVPD" e_above_lowest_ev=1.993 s_squared=0.75 mol_weight_g_mol=94.1 homo_energy_ha="-0.1248 / -0.3905" gap_ev="4.0 / 11.0" multiplicity=2 total_charge=0
C -0.3045 -0.3112 -0.1839 -0.33
C 1.0401 0.3652 -0.4377 -0.48
C 1.9143 0.1648 0.7828 -0.05
O 3.2836 0.3618 0.4928 -0.71
N -1.3934 0.3663 -0.9687 -1.04
H -0.5733 -0.1804 0.8595 0.21
H -0.3700 -1.3570 -0.4555 0.21
H 1.5562 -0.1085 -1.2662 0.22
H 0.8211 1.4324 -0.3972 0.22
H 1.6200 0.8371 1.5904 0.17
H 1.7814 -0.8449 1.1419 0.16
H 3.3865 0.6258 -0.4254 0.47
H -1.3131 1.4077 -0.8456 0.32
H -2.3207 0.1430 -0.5694 0.44
H -1.4125 0.0265 -1.9783 0.25
H -4.3969 -1.1311 0.9171 0.49
H -3.0151 -1.6469 0.4916 0.47
O -3.6008 -0.8827 0.4304 -0.99

=====

51
Properties=species:S:1:pos:R:3:nbo_charge:R:1 method="wB97M-V/def2-TZVPD" e_above_lowest_ev=0.447 mol_weight_g_mol=322.3 homo_energy_ha=-0.2775 gap_ev=10.0 multiplicity=1 total_charge=-1
O 1.1987 -1.1027 1.8118 -0.67
C 0.4171 -1.3521 0.9035 0.72
N 0.5467 -0.7116 -0.3507 -0.71
C 1.7130 0.1287 -0.6458 0.07
O 1.3987 1.4909 -0.4593 -0.78
C -0.5832 -2.4126 0.9127 -0.82
H -0.3091 -0.4938 -0.8429 0.42
H 2.1748 -0.0435 -1.6142 0.17
H 2.4106 -0.1531 0.1457 0.18
H -0.7140 -2.8957 1.8832 0.25
H -1.5707 -1.9150 0.9687 0.32
H -0.7832 -3.0012 0.0186 0.28
H 2.8154 0.3170 2.0844 0.49
H 4.2047 0.9162 1.7777 0.46
O 3.5261 0.8448 2.4632 -0.95
H 0.6831 -2.3890 -1.6809 0.49
H 0.4276 -2.3617 -3.2004 0.50
O 0.4073 -2.9409 -2.4344 -0.97
H -2.4361 0.1088 0.9025 0.49
H -2.6672 -0.1096 -0.6297 0.48
O -2.9393 -0.4201 0.2582 -0.98
H -1.3459 -3.3191 -2.4569 0.49
H -2.7583 -2.9015 -1.8903 0.48
O -2.1709 -3.6513 -2.0328 -1.00
H 1.9429 4.0285 1.4480 0.49
H 2.9545 3.2838 0.5957 0.47
O 2.7591 4.1556 0.9500 -0.98
H -0.3367 3.4229 1.4740 0.50
H 0.5685 2.2560 1.0055 0.50
O 0.4198 2.8841 1.7540 -1.00
H 0.6409 1.6547 -1.0880 0.52
H -1.0503 2.3015 -2.7104 0.47
O -0.8100 1.7962 -1.9321 -1.14
H -0.5774 0.7844 -2.6107 0.50
H -0.7625 -0.1480 -4.2324 0.46
O -0.5627 -0.2459 -3.2934 -1.17
H -1.4959 1.3484 2.5670 0.49
H -1.3557 0.1165 3.4797 0.50
O -1.9458 0.5412 2.8454 -0.99
H -2.8571 2.9932 -0.0142 0.47
H -1.6290 2.1504 -0.2861 0.51
O -1.9882 2.8105 0.3501 -1.00
H -3.3348 0.0648 -3.0926 0.47
H -2.1264 -0.6311 -2.4569 0.51
O -3.1189 -0.5673 -2.4056 -0.99
H 2.9550 -2.1060 -0.4123 0.46
H 2.4470 -3.0560 0.6282 0.47
O 3.2847 -2.7228 0.2706 -0.92
H 0.6484 -0.0775 3.1546 0.49
H 1.0589 1.0924 4.0396 0.48
O 0.6260 0.2377 4.0805 -0.98

=====

40
Properties=species:S:1:pos:R:3:nbo_charge:R:1 method="wB97M-V/def2-TZVPD" smiles="CCOP(=O)(OCC)Sc1cc(C)nc(C(C)C)n1" mol_weight_g_mol=304.4 homo_energy_ha=-0.3519 gap_ev=10.1 multiplicity=1 total_charge=0
C -2.0278 -3.5832 -2.2198 -0.62
C -0.7073 -3.3388 -1.5510 -0.07
O -0.8919 -2.2532 -0.6249 -0.81
P 0.0228 -2.3139 0.7304 2.20
O -0.0972 -3.6423 1.3796 -1.12
O -0.4562 -1.2543 1.8781 -0.79
C -1.8640 -1.4310 2.1090 -0.09
C -2.3768 -0.3300 3.0537 -0.62
S 1.9971 -1.9928 0.0997 0.03
C 1.7238 -0.2915 0.2215 0.06
C 2.5178 0.3329 1.1428 -0.30
C 2.4446 1.7043 1.2388 0.27
C 3.2101 2.4513 2.2496 -0.65
N 1.6434 2.3685 0.4457 -0.47
C 0.9287 1.7160 -0.4782 0.46
C 0.1638 2.6334 -1.4230 -0.27
C 0.9690 2.8708 -2.6820 -0.59
C -1.2170 2.1243 -1.8076 -0.60
N 0.9907 0.3884 -0.6021 -0.49
H -1.9334 -4.3637 -2.9969 0.22
H -2.4083 -2.6369 -2.6639 0.21
H -2.7048 -3.9727 -1.4634 0.21
H -0.3793 -4.2535 -1.1187 0.20
H 0.0439 -3.0636 -2.2905 0.18
H -2.0212 -2.3923 2.5767 0.20
H -2.4283 -1.4044 1.1849 0.19
H -2.0364 0.6707 2.7617 0.22
H -2.0126 -0.5383 4.0751 0.21
H -3.4346 -0.3395 3.0945 0.22
H 3.1904 -0.1979 1.7947 0.23
H 2.5917 2.6134 3.1184 0.24
H 3.5115 3.4429 1.8582 0.24
H 4.0870 1.9211 2.5665 0.22
H 0.0621 3.6036 -0.9550 0.22
H 0.5421 3.6468 -3.3274 0.21
H 1.0071 1.9493 -3.2967 0.21
H 1.9875 3.1372 -2.4087 0.21
H -1.7644 1.9487 -0.8802 0.21
H -1.7497 2.8990 -2.4271 0.21
H -1.1237 1.1712 -2.3626 0.22

=====

72
Properties=species:S:1:pos:R:3:mulliken_charge:R:1 method="wB97M-V/def2-TZVPD" e_above_lowest_ev=0.000 mol_weight_g_mol=587.9 homo_energy_ha=-0.6209 gap_ev=7.1 multiplicity=1 total_charge=+3
Zr 0.4291 -0.2778 -0.5244 0.05
C -1.9062 -2.7263 -1.0624 -1.09
N -0.6421 -2.1406 -1.6199 0.19
C -0.9012 -1.9909 -3.0705 -1.23
C 0.4103 -3.1134 -1.4330 -0.87
C 0.8332 -3.2242 0.0535 -1.18
N 0.5893 -1.9745 0.7446 1.24
C 0.7877 -1.7991 2.1095 -0.18
C 0.6192 -0.4646 2.5961 -0.37
F 0.3106 0.5162 1.5344 0.31
C 1.0668 -0.0606 3.7964 0.01
F 1.1308 1.2853 4.0350 -0.30
C 1.5109 -0.9654 4.7540 -0.72
C 1.5181 -2.3004 4.3602 0.30
F 1.9904 -3.2464 5.2325 -0.25
C 1.1688 -2.6956 3.0862 0.68
F 1.1489 -4.0568 2.7642 -0.29
H -2.2881 -3.5225 -1.7147 0.40
H -2.6529 -1.9212 -0.9051 0.18
H -1.7148 -3.1860 -0.1089 0.37
H -1.1764 -2.9531 -3.5234 0.46
H -0.0327 -1.5597 -3.6144 0.41
H -1.7426 -1.3184 -3.2516 0.33
H 1.2845 -2.8814 -2.0300 0.32
H 0.1451 -4.0907 -1.7833 0.47
H 1.8795 -3.5962 0.0631 0.47
H 0.3005 -4.0587 0.5296 0.68
H 1.8129 -0.6786 5.7635 0.54
C 3.2483 1.3875 0.3119 -0.70
C 2.1132 2.3818 0.3073 -0.77
N 0.9207 2.0098 -0.5962 -0.24
C 1.1431 2.5911 -1.9804 -0.78
C 2.1312 1.8094 -2.7954 -0.65
S 1.8582 -0.0462 -2.7342 -0.08
C 3.5004 -0.8362 -2.2240 -0.79
C 3.7722 -0.8597 -0.7151 -0.71
N 2.8342 -0.0372 0.1331 -0.16
H 3.8137 1.4936 1.2571 0.42
H 3.9579 1.6074 -0.5184 0.42
H 2.5329 3.3710 -0.0184 0.60
H 1.7060 2.6056 1.3053 0.38
H 0.1438 2.6082 -0.2441 0.19
H 1.5066 3.6292 -1.8571 0.54
H 0.1552 2.6570 -2.4542 0.28
H 3.1655 2.0197 -2.4779 0.38
H 2.0158 2.1021 -3.8661 0.62
H 4.2396 -0.2585 -2.7852 0.60
H 3.4767 -1.8604 -2.6251 0.44
H 4.8100 -0.5530 -0.4978 0.57
H 3.6483 -1.8918 -0.3513 0.34
H 2.8951 -0.4597 1.0576 0.27
C -2.6280 -0.1314 2.1524 -0.87
N -2.7459 1.0994 1.4131 0.22
C -2.7168 2.2883 2.2282 -1.13
C -2.5894 1.1536 0.0835 0.22
N -1.7043 0.3306 -0.5631 0.53
N -3.3825 1.9527 -0.6873 0.07
C -4.6854 2.4568 -0.2463 -1.01
C -3.0615 2.3601 -2.0494 -0.89
H -3.3634 -0.1559 2.9535 0.43
H -1.6396 -0.1563 2.6076 0.15
H -2.7494 -0.9911 1.5226 0.23
H -1.9490 2.1771 2.9931 0.37
H -3.6934 2.4672 2.7188 0.34
H -2.4718 3.1871 1.6192 0.40
H -2.0530 0.2427 -1.5240 -0.16
H -5.2106 1.7989 0.4691 0.36
H -5.2830 2.6483 -1.1588 0.36
H -4.5724 3.4251 0.2695 0.35
H -2.7770 3.4183 -2.1197 0.33
H -3.9641 2.2076 -2.6718 0.44
H -2.2279 1.7522 -2.4227 0.14